ORCA calculation (wB97M-V/def2-TZVPD) on a structure of composition C39H43As2ClLaSi2 in a non-equilibrium geometry.

Summary:
molecular weight = 892.148 g mol⁻¹
LUMO level = -0.1236 Ha
energy above the lowest of the compared OMol25 structures with the same formula, charge and spin = 0.0 kcal per mole
frontier orbital gap = 6.8 eV
HOMO level = -0.375 Ha
charge = +1

Last column: Mulliken charge in e.
Positions of all 88 atoms, in Å:
C  -1.30  -1.04  1.21  -0.38
C  -1.92  -0.41  0.08  -0.84
C  -2.08  -1.40  -0.93  -0.50
H  -2.29  0.62  0.04  0.53
C  -1.55  -2.63  -0.45  -0.59
C  -1.05  -2.41  0.87  -1.07
H  -0.63  -3.17  1.53  0.56
H  -1.15  -0.59  2.18  0.81
H  -2.60  -1.26  -1.88  0.61
H  -1.59  -3.58  -0.96  0.55
La  0.60  -0.89  -0.67  1.63
Si  -0.03  -0.01  -7.17  0.68
C  0.30  1.48  -8.26  0.48
C  1.64  1.67  -8.64  -0.29
H  2.39  0.91  -8.42  0.35
C  2.03  2.88  -9.24  -0.62
H  3.08  3.04  -9.46  0.39
C  1.09  3.87  -9.52  -0.51
H  1.40  4.81  -9.99  0.39
C  -0.26  3.65  -9.21  -0.51
H  -0.99  4.42  -9.44  0.41
C  -0.66  2.46  -8.58  -0.57
H  -1.71  2.28  -8.33  0.35
C  0.70  -1.42  -8.13  0.27
C  0.36  -1.65  -9.49  -0.32
H  -0.36  -1.00  -9.97  0.36
C  0.96  -2.71  -10.18  -0.60
H  0.71  -2.87  -11.23  0.39
C  1.88  -3.54  -9.53  -0.47
H  2.34  -4.36  -10.08  0.37
C  2.20  -3.32  -8.19  -0.63
H  2.93  -3.96  -7.68  0.39
C  1.59  -2.28  -7.47  -0.10
H  1.80  -2.14  -6.40  0.18
H  -1.47  -0.14  -7.23  -0.21
Si  1.35  1.01  -5.08  -0.08
C  0.51  -0.53  -4.30  1.70
C  -0.84  -0.87  -4.54  0.00
H  -1.52  -0.19  -5.05  0.79
C  -1.35  -2.15  -4.26  -1.34
H  -2.37  -2.39  -4.54  0.44
C  -0.54  -3.13  -3.70  -0.58
H  -0.93  -4.15  -3.55  0.61
C  0.75  -2.78  -3.31  -0.66
H  1.38  -3.54  -2.83  0.53
C  1.28  -1.51  -3.62  -2.06
H  2.33  -1.29  -3.40  0.58
C  0.12  2.32  -4.63  0.54
C  -0.92  2.12  -3.71  0.13
H  -0.97  1.18  -3.15  0.18
C  -1.95  3.04  -3.59  -0.62
H  -2.81  2.78  -2.98  0.45
C  -1.88  4.25  -4.29  -0.63
H  -2.67  4.99  -4.15  0.39
C  -0.81  4.50  -5.16  -0.55
H  -0.77  5.44  -5.70  0.45
C  0.19  3.54  -5.34  -0.55
H  1.02  3.73  -6.03  0.33
H  2.38  1.35  -4.08  -0.15
Cl  3.01  0.22  -0.93  -0.60
C  3.89  -0.28  2.44  -1.11
As  2.07  -0.93  2.14  0.79
C  2.22  -2.62  3.10  -1.57
C  1.19  0.16  3.56  -0.29
C  1.24  -0.21  4.90  -0.33
C  0.61  0.58  5.86  -0.72
C  -0.03  1.76  5.49  -0.78
C  -0.05  2.16  4.14  -0.34
C  0.54  1.35  3.17  0.08
As  0.59  1.84  1.23  0.78
C  -0.71  3.29  1.28  -1.58
C  2.17  2.98  1.39  -0.94
H  4.37  -0.22  1.46  0.34
H  4.40  -1.01  3.08  0.37
H  3.86  0.71  2.91  0.32
H  3.21  -2.65  3.57  0.46
H  1.42  -2.70  3.83  0.46
H  2.14  -3.40  2.32  0.35
H  1.77  -1.11  5.20  0.47
H  0.63  0.27  6.91  0.39
H  -0.52  2.38  6.24  0.39
H  -0.53  3.10  3.86  0.42
H  -0.22  4.20  1.64  0.43
H  -1.03  3.43  0.24  0.37
H  -1.54  3.01  1.92  0.46
H  1.86  3.92  1.86  0.43
H  2.95  2.47  1.97  0.19
H  2.51  3.16  0.36  0.36

***

ORCA calculation (wB97M-V/def2-TZVPD) on a structure of composition C39H43As2ClReSi2 in a non-equilibrium geometry.

Summary:
molecular weight = 939.449 g mol⁻¹
<S²> = 3.784
LUMO level (alpha / beta) = -0.2420 / -0.2565 Ha
multiplicity = 4
energy above the lowest of the compared OMol25 structures with the same formula, charge and spin = 86.2 kcal per mole
frontier orbital gap (alpha / beta) = 5.3 / 6.4 eV
HOMO level (alpha / beta) = -0.438 / -0.493 Ha
charge = +2

Last column: Mulliken charge in e.
Positions of all 88 atoms, in Å:
C  -1.72  -0.57  0.28  -0.23
C  -2.28  0.11  -0.84  -0.48
C  -2.13  -0.72  -2.00  -0.73
H  -2.76  1.08  -0.83  0.55
C  -1.47  -1.93  -1.58  0.17
C  -1.20  -1.83  -0.17  -0.86
H  -0.72  -2.58  0.43  0.69
H  -1.71  -0.22  1.31  0.55
H  -2.49  -0.49  -2.99  0.65
H  -1.26  -2.79  -2.19  0.66
Re  -0.26  -0.28  -1.19  0.32
Si  -0.79  -0.68  -6.50  -0.31
C  -0.24  0.99  -7.18  0.37
C  1.05  1.14  -7.72  -0.23
H  1.78  0.30  -7.72  0.47
C  1.35  2.28  -8.50  -0.64
H  2.34  2.37  -8.96  0.47
C  0.38  3.25  -8.71  -0.56
H  0.61  4.13  -9.33  0.42
C  -0.88  3.12  -8.12  -0.68
H  -1.62  3.91  -8.25  0.47
C  -1.19  1.99  -7.35  -0.12
H  -2.19  1.88  -6.92  0.36
C  -0.04  -1.87  -7.81  0.64
C  -0.68  -2.07  -9.05  -0.52
H  -1.67  -1.64  -9.22  0.37
C  -0.08  -2.81  -10.09  -0.66
H  -0.60  -2.95  -11.04  0.40
C  1.19  -3.38  -9.89  -0.49
H  1.67  -3.96  -10.69  0.38
C  1.82  -3.20  -8.66  -0.86
H  2.80  -3.65  -8.48  0.41
C  1.21  -2.47  -7.63  0.22
H  1.74  -2.36  -6.68  0.19
H  -2.28  -0.67  -6.50  -0.24
Si  2.29  1.21  -5.32  -0.39
C  1.47  -0.39  -4.83  0.73
C  -0.02  -0.56  -4.79  3.37
H  -0.56  0.29  -4.35  -0.87
C  -0.58  -1.89  -4.61  -1.93
H  -1.67  -2.02  -4.61  0.62
C  0.27  -2.90  -4.18  -0.84
H  -0.17  -3.86  -3.92  0.74
C  1.62  -2.66  -3.95  -0.76
H  2.22  -3.42  -3.45  0.49
C  2.23  -1.47  -4.39  -1.18
H  3.31  -1.35  -4.36  0.47
C  1.21  2.64  -4.81  0.42
C  0.12  2.48  -3.93  1.36
H  0.08  1.64  -3.25  -0.13
C  -0.98  3.33  -3.98  -1.21
H  -1.87  3.11  -3.38  0.53
C  -0.92  4.47  -4.78  -0.72
H  -1.79  5.10  -4.90  0.45
C  0.27  4.78  -5.46  -0.61
H  0.33  5.70  -6.06  0.42
C  1.35  3.89  -5.44  -0.44
H  2.27  4.11  -6.00  0.42
H  3.52  1.50  -4.68  -0.11
Cl  1.91  0.58  -1.86  -0.57
C  0.69  3.72  -0.85  -1.25
As  0.16  2.17  0.22  0.71
C  -1.11  3.03  1.46  -1.20
C  1.78  2.09  1.36  0.02
C  2.24  3.31  1.86  -0.68
C  3.44  3.34  2.59  -0.74
C  4.13  2.16  2.85  -0.90
C  3.64  0.93  2.39  -0.55
C  2.47  0.89  1.63  0.50
As  1.81  -0.85  0.93  0.88
C  1.68  -1.84  2.64  -1.16
C  3.49  -1.59  0.23  -1.20
H  -0.03  3.83  -1.67  0.26
H  0.68  4.61  -0.20  0.62
H  1.69  3.54  -1.25  0.33
H  -1.05  2.50  2.42  0.38
H  -0.81  4.08  1.56  0.45
H  -2.10  2.94  1.02  0.42
H  1.70  4.23  1.68  0.26
H  3.82  4.30  2.95  0.41
H  5.07  2.18  3.41  0.39
H  4.18  0.00  2.62  0.26
H  0.86  -1.39  3.21  0.35
H  1.46  -2.89  2.39  0.45
H  2.64  -1.75  3.18  0.44
H  4.28  -1.44  0.97  0.46
H  3.72  -1.07  -0.70  0.28
H  3.32  -2.65  0.05  0.41

***

ORCA calculation (wB97M-V/def2-TZVPD) on a structure of composition C39H43AsMnN5O6P2SSi2 in a non-equilibrium geometry.

Summary:
molecular weight = 957.849 g mol⁻¹
<S²> = 0.886
LUMO level (alpha / beta) = 0.0093 / 0.0105 Ha
multiplicity = 2
frontier orbital gap (alpha / beta) = 5.0 / 5.1 eV
HOMO level (alpha / beta) = -0.176 / -0.176 Ha
charge = -1

Last column: Mulliken charge in e.
Positions of all 100 atoms, in Å:
Mn  1.55  0.09  -0.40  -0.54
C  3.41  2.92  -0.87  -0.91
Si  1.69  3.37  -0.37  0.41
C  1.87  4.59  1.01  -1.38
C  0.93  4.23  -1.82  -1.13
N  0.74  1.98  0.16  0.13
P  -0.84  1.80  0.16  1.88
C  -1.04  0.01  0.13  -1.79
P  -0.86  -1.24  1.45  1.74
N  0.67  -1.53  1.48  0.63
Si  1.51  -3.04  1.33  0.63
C  0.99  -4.03  -0.13  -0.35
C  3.33  -2.78  1.19  -0.90
C  1.21  -4.04  2.89  -1.36
C  -1.42  -0.52  3.00  -0.18
C  -0.48  0.22  3.72  -0.63
C  -0.84  0.82  4.92  -0.61
C  -2.14  0.68  5.40  -0.55
C  -3.07  -0.07  4.69  -0.77
C  -2.71  -0.66  3.49  -0.42
C  -1.96  -2.59  1.01  0.29
C  -2.18  -3.62  1.92  -0.50
C  -2.87  -4.76  1.53  -0.92
C  -3.32  -4.88  0.22  -0.54
C  -3.10  -3.86  -0.70  -0.56
C  -2.43  -2.71  -0.30  -0.52
C  -1.71  2.50  1.56  0.84
C  -3.05  2.18  1.78  -0.45
C  -3.75  2.80  2.80  -0.82
C  -3.13  3.76  3.59  -0.54
C  -1.79  4.08  3.38  -0.80
C  -1.08  3.45  2.36  -0.36
C  -1.78  2.42  -1.26  0.53
C  -2.41  3.66  -1.20  -0.55
C  -3.04  4.19  -2.31  -0.77
C  -3.05  3.47  -3.50  -0.51
C  -2.43  2.23  -3.58  -0.91
C  -1.80  1.70  -2.47  -0.48
H  3.81  3.78  -1.42  0.52
H  4.05  2.74  0.00  0.24
H  3.50  2.06  -1.53  0.11
H  2.77  5.19  0.84  0.41
H  1.02  5.28  1.07  0.33
H  1.99  4.09  1.98  0.38
H  1.68  4.92  -2.20  0.48
H  0.66  3.53  -2.62  0.23
H  0.03  4.80  -1.55  0.27
H  1.20  -3.49  -1.06  -0.34
H  1.57  -4.96  -0.14  0.63
H  -0.07  -4.30  -0.14  0.14
H  3.61  -2.21  0.31  -0.04
H  3.74  -2.28  2.08  0.21
H  3.81  -3.77  1.11  0.43
H  0.56  -4.90  2.70  0.32
H  2.16  -4.43  3.28  0.40
H  0.76  -3.43  3.67  0.26
H  0.53  0.31  3.35  0.47
H  -0.12  1.40  5.47  0.48
H  -2.42  1.14  6.34  0.40
H  -4.08  -0.18  5.07  0.46
H  -3.44  -1.24  2.93  0.43
H  -1.80  -3.55  2.93  0.54
H  -3.04  -5.56  2.24  0.40
H  -3.84  -5.78  -0.10  0.38
H  -3.41  -3.96  -1.73  0.39
H  -2.23  -1.94  -1.03  0.35
H  -3.54  1.44  1.16  0.47
H  -4.79  2.54  2.97  0.43
H  -3.68  4.25  4.38  0.39
H  -1.30  4.82  4.00  0.41
H  -0.04  3.68  2.21  -0.07
H  -2.41  4.22  -0.27  0.51
H  -3.53  5.15  -2.25  0.42
H  -3.53  3.89  -4.38  0.38
H  -2.42  1.65  -4.49  0.54
H  -1.32  0.74  -2.58  0.36
O  -1.29  -1.23  -4.30  -0.64
As  -0.51  -2.54  -3.24  0.47
O  -1.06  -3.93  -4.01  -0.82
O  -0.17  -0.38  -0.76  1.39
C  1.31  -2.35  -4.25  -0.34
C  1.35  -3.15  -5.38  -0.75
C  2.40  -3.09  -6.30  -0.68
C  3.46  -2.21  -6.10  -0.59
C  3.47  -1.42  -4.96  -0.75
C  2.41  -1.50  -4.06  0.23
S  2.65  -0.52  -2.63  1.82
O  3.99  -0.02  -2.63  -0.72
O  1.61  0.56  -2.42  -0.47
O  2.34  -1.38  -1.41  -0.86
H  -1.72  -1.80  -4.96  0.26
H  0.51  -3.82  -5.52  0.56
H  2.39  -3.74  -7.17  0.39
H  4.27  -2.16  -6.81  0.38
H  4.30  -0.75  -4.77  0.51
N  2.95  0.38  0.85  0.12
C  3.59  0.67  1.79  1.00
N  4.22  1.10  2.78  -0.83
C  5.27  0.59  3.40  0.45
N  6.20  0.21  3.99  -0.61

***

ORCA calculation (wB97M-V/def2-TZVPD) on a structure of composition C39H43AsN2OPtS2.

Summary:
molecular weight = 889.920 g mol⁻¹
<S²> = 6.093
LUMO level (alpha / beta) = -0.2280 / -0.3002 Ha
multiplicity = 5
energy above the lowest of the compared OMol25 structures with the same formula, charge and spin = 44.4 kcal per mole
frontier orbital gap (alpha / beta) = 5.8 / 5.6 eV
HOMO level (alpha / beta) = -0.443 / -0.505 Ha
charge = +2

Last column: Mulliken charge in e.
Positions of all 89 atoms, in Å:
Pt  0.68  -0.55  0.46  0.27
S  5.23  -0.64  1.18  -0.19
C  3.58  -0.25  1.33  -0.21
N  2.79  -0.76  0.42  0.80
C  3.50  -1.52  -0.50  -0.75
C  2.97  -2.18  -1.61  -0.25
C  3.83  -2.88  -2.43  -0.89
C  5.21  -2.93  -2.15  -0.59
C  5.74  -2.28  -1.06  -0.64
C  4.87  -1.57  -0.24  1.13
H  3.21  0.37  2.13  0.26
H  1.90  -2.14  -1.80  0.38
H  3.44  -3.40  -3.29  0.49
H  5.86  -3.49  -2.81  0.45
H  6.80  -2.32  -0.85  0.47
C  1.56  5.94  2.08  -0.51
C  0.95  6.01  0.83  -0.81
C  0.67  4.85  0.12  -0.06
C  1.00  3.62  0.68  0.14
C  1.60  3.55  1.93  -0.22
C  1.88  4.71  2.63  -0.77
As  0.64  1.98  -0.28  0.72
C  -1.26  2.07  -0.68  1.18
C  -2.16  2.82  0.08  -1.17
C  -3.55  2.72  -0.18  -1.15
C  -4.03  1.77  -1.02  -1.03
C  -3.13  0.76  -1.60  -0.29
C  -1.72  1.14  -1.58  -1.43
C  1.43  2.21  -2.03  0.57
C  2.68  1.66  -2.26  -0.36
C  3.30  1.83  -3.49  -0.74
C  2.66  2.54  -4.49  -0.58
C  1.40  3.09  -4.26  -0.87
C  0.78  2.93  -3.03  0.08
H  1.77  6.85  2.62  0.41
H  0.70  6.98  0.40  0.43
H  0.21  4.91  -0.85  0.37
H  1.84  2.59  2.37  0.28
H  2.35  4.66  3.60  0.43
H  -1.80  3.53  0.81  0.77
H  -4.23  3.42  0.29  0.50
H  -5.09  1.71  -1.24  0.47
H  -3.47  0.36  -2.55  0.94
H  -1.02  0.62  -2.20  0.71
H  3.19  1.10  -1.48  0.31
H  4.27  1.40  -3.67  0.47
H  3.13  2.67  -5.46  0.42
H  0.90  3.65  -5.04  0.43
H  -0.20  3.36  -2.86  0.42
C  2.64  -4.83  1.19  -0.87
S  1.43  -3.72  1.89  0.51
C  0.25  -4.95  2.43  -0.97
O  0.76  -3.03  0.71  -0.54
H  3.05  -5.46  1.98  0.48
H  3.43  -4.22  0.76  0.16
H  2.16  -5.43  0.42  0.31
H  0.71  -5.56  3.21  0.49
H  -0.04  -5.55  1.58  0.32
H  -0.60  -4.41  2.84  0.20
C  -1.53  -1.87  -2.35  -1.77
C  -2.79  -2.00  -1.49  0.36
C  -2.67  -3.23  -0.58  -1.69
C  -3.25  -0.79  -0.62  1.88
C  -4.69  -0.87  -0.42  -0.96
C  -5.32  -0.52  0.75  -1.23
C  -4.55  -0.18  1.86  -1.10
C  -3.15  -0.21  1.85  1.16
C  -2.42  0.03  3.16  0.15
C  -1.65  -1.22  3.61  -1.47
C  -1.53  1.28  3.14  -1.15
C  -2.48  -0.54  0.64  -0.73
N  -1.18  -0.57  0.59  0.52
H  -1.37  -2.83  -2.84  0.56
H  -0.65  -1.65  -1.75  0.25
H  -1.64  -1.13  -3.14  0.41
H  -3.62  -2.17  -2.18  0.63
H  -1.77  -3.17  0.03  0.31
H  -2.60  -4.13  -1.19  0.53
H  -3.54  -3.33  0.08  0.34
H  -5.28  -1.16  -1.28  0.49
H  -6.40  -0.53  0.82  0.49
H  -5.05  0.08  2.78  0.49
H  -3.20  0.21  3.90  0.84
H  -0.82  -1.44  2.94  0.08
H  -2.31  -2.09  3.65  0.41
H  -1.26  -1.05  4.61  0.49
H  -0.69  1.17  2.45  -0.02
H  -1.13  1.44  4.14  0.55
H  -2.10  2.17  2.86  0.31